[1]
Molecular formula: C8H15NS
Method: DFT, ωB97M-V with the def2-TZVPD basis set

Structure (ORCA input):
```
! RIJCOSX wB97M-V def2-TZVPD def2/J DEFGRID3
* xyz 0 1
H -3.796 0.836 1.442
N -2.916 1.321 1.122
C -2.210 0.508 0.488
C -0.842 0.915 0.056
C -0.856 2.341 -0.416
C 0.093 0.026 -0.280
C 1.583 0.701 -0.799
S 2.532 1.680 0.440
C 0.153 -1.462 0.157
C 1.171 -1.535 1.286
C 0.417 -2.391 -1.037
H -2.536 -0.505 0.193
H -1.573 2.641 -1.272
H 0.210 2.698 -0.736
H -1.140 3.087 0.413
H 1.439 1.180 -1.838
H 2.174 -0.104 -0.957
H 1.651 2.776 0.361
H -0.911 -1.735 0.518
H 2.161 -1.093 0.994
H 1.370 -2.645 1.544
H 0.743 -1.267 2.255
H 1.395 -2.363 -1.485
H 0.131 -3.474 -0.673
H -0.444 -2.137 -1.777
*
```

Summary:
**Energy**: -766.6617 hartree
**Relative energy (zero: lowest compared OMol25 entry of this formula, charge and spin)**: 107.26 kJ/mol
**E_HOMO**: -8.89 eV
**Gap between HOMO and LUMO**: 9.58 eV
**Strongest force on any atom**: 4.13 eV/Å

=====

[2]
Molecular formula: C8H15NSi
Method: DFT, ωB97M-V with the def2-TZVPD basis set

Structure (ORCA input):
```
! RIJCOSX wB97M-V def2-TZVPD def2/J DEFGRID3
* xyz 0 3
C -1.686 0.721 0.139
C -1.592 2.041 0.298
C -0.642 0.146 1.050
C -0.716 2.270 1.396
C -0.560 3.590 2.083
C 0.363 -0.460 -2.207
C -0.341 -2.907 -0.177
C 2.439 -1.200 0.119
N -0.227 1.179 1.897
Si 0.642 -1.219 -0.433
H -2.364 0.175 -0.470
H -2.270 2.844 0.181
H -1.156 -0.677 1.570
H 0.454 4.103 1.949
H -1.379 4.134 1.697
H -0.559 3.663 3.231
H 0.577 -1.173 -3.020
H -0.731 0.021 -2.377
H 1.051 0.369 -2.337
H -1.430 -2.589 -0.133
H -0.172 -3.598 -1.044
H 0.054 -3.252 0.828
H 3.045 -1.674 -0.668
H 2.722 -0.156 0.395
H 2.460 -1.515 1.136
*
```

Summary:
**Energy**: -657.8605 hartree
**E_HOMO (alpha / beta)**: -5.01 / -8.74 eV
**Gap between HOMO and LUMO (alpha / beta)**: 5.86 / 6.45 eV
**Strongest force on any atom**: 6.43 eV/Å

=====

[3]
Molecular formula: C8H15O10S
Method: DFT, ωB97M-V with the def2-TZVPD basis set

Structure (ORCA input):
```
! RIJCOSX wB97M-V def2-TZVPD def2/J DEFGRID3
* xyz -1 1
O 0.969 0.183 2.756
C 0.595 0.642 1.656
O 0.897 0.328 0.517
C -0.462 1.802 1.756
S -2.082 1.063 1.784
O -2.072 -0.168 1.057
O -3.098 2.001 1.386
H -0.384 2.441 0.890
H -0.325 2.367 2.666
H -2.267 0.692 3.081
C -2.675 1.235 -1.814
O -3.654 0.906 -2.824
C -3.870 1.848 -3.720
O -3.342 2.928 -3.779
O -4.798 1.400 -4.583
C -5.125 2.328 -5.610
H -2.596 0.382 -1.154
H -1.705 1.415 -2.273
H -2.995 2.099 -1.241
H -4.250 2.559 -6.216
H -5.538 3.243 -5.187
H -5.877 1.852 -6.234
C 2.447 -2.620 1.265
O 3.561 -3.439 1.692
C 4.562 -2.787 2.259
O 4.649 -1.607 2.444
O 5.500 -3.693 2.600
C 6.642 -3.121 3.224
H 1.726 -3.298 0.818
H 1.988 -2.110 2.109
H 2.758 -1.890 0.523
H 6.367 -2.619 4.150
H 7.139 -2.421 2.554
H 7.319 -3.942 3.449
*
```

Summary:
**Energy**: -1464.4884 hartree
**E_HOMO**: -5.23 eV
**Gap between HOMO and LUMO**: 7.94 eV
**Strongest force on any atom**: 1.42 eV/Å

=====

[4]
Molecular formula: C8H15O2P
Method: DFT, ωB97M-V with the def2-TZVPD basis set

Structure (ORCA input):
```
! RIJCOSX wB97M-V def2-TZVPD def2/J DEFGRID3
* xyz 0 1
O -2.297 -0.941 1.136
O -0.647 0.660 -0.213
C -0.081 -0.008 -1.290
C 0.330 -1.317 -1.112
C 0.063 0.638 -2.650
C -1.432 1.064 3.236
C -0.444 -3.197 0.355
C 1.576 -1.871 0.953
C -0.374 0.131 2.611
C 0.177 -1.811 0.299
P -0.904 -0.462 0.963
H 0.805 -1.901 -1.872
H -0.547 1.542 -2.722
H 1.123 0.921 -2.809
H -0.252 -0.069 -3.424
H -1.704 1.827 2.456
H -2.329 0.571 3.584
H -0.977 1.572 4.110
H 0.166 -3.927 -0.210
H -0.579 -3.577 1.392
H -1.418 -3.163 -0.116
H 2.209 -2.591 0.416
H 2.089 -0.897 0.923
H 1.516 -2.205 1.980
H 0.563 0.664 2.530
H -0.273 -0.723 3.291
*
```

Summary:
**Energy**: -805.6977 hartree
**Relative energy (zero: lowest compared OMol25 entry of this formula, charge and spin)**: 3.96 kJ/mol
**E_HOMO**: -8.85 eV
**Gap between HOMO and LUMO**: 9.61 eV
**Strongest force on any atom**: 3.64 eV/Å

=====

[5]
Molecular formula: C8H16AgBBr8F4
Method: DFT, ωB97M-V with the def2-TZVPD basis set

Structure (ORCA input):
```
! RIJCOSX wB97M-V def2-TZVPD def2/J DEFGRID3
* xyz 0 1
Ag -0.014 -0.287 -4.317
B 0.032 -1.267 -1.842
F -1.163 -1.722 -2.469
F 0.093 0.142 -1.896
F 0.242 -1.823 -0.609
F 1.056 -1.676 -2.754
Br 0.573 -2.070 3.344
C 1.236 -0.557 2.276
C 2.401 0.022 3.086
Br 2.947 1.840 2.509
H 0.448 0.192 2.233
H 1.511 -0.872 1.275
H 3.219 -0.694 3.069
H 2.054 0.095 4.112
Br 4.149 3.277 -2.375
C 3.048 1.880 -1.463
C 3.431 0.474 -1.886
Br 5.302 -0.015 -1.513
H 2.007 2.048 -1.723
H 3.158 2.039 -0.395
H 3.337 0.375 -2.965
H 2.731 -0.224 -1.436
Br -4.795 -3.586 1.907
C -3.269 -2.352 2.178
C -2.547 -2.189 0.841
Br -3.648 -1.533 -0.603
H -2.615 -2.770 2.935
H -3.686 -1.400 2.499
H -2.212 -3.181 0.554
H -1.735 -1.476 0.921
Br -3.447 3.713 -1.708
C -2.516 1.995 -1.375
C -1.933 2.054 0.002
Br -0.096 2.800 -0.009
H -1.750 1.853 -2.128
H -3.255 1.201 -1.432
H -1.820 1.053 0.422
H -2.475 2.640 0.736
*
```

Summary:
**Energy**: -21478.0108 hartree
**E_HOMO**: -9.95 eV
**Gap between HOMO and LUMO**: 7.23 eV
**Strongest force on any atom**: 1.32 eV/Å

=====

[6]
Molecular formula: C8H16BNO2
Method: DFT, ωB97M-V with the def2-TZVPD basis set

Structure (ORCA input):
```
! RIJCOSX wB97M-V def2-TZVPD def2/J DEFGRID3
* xyz 0 1
B 1.005 -2.408 1.167
C 1.202 0.599 1.282
C -0.770 -1.933 -0.874
C -1.459 1.329 0.921
C 0.096 2.713 -0.500
C 1.768 -0.218 -0.976
C -0.193 -1.586 0.554
C -0.377 1.262 -0.196
C 0.668 0.159 0.037
N 1.553 0.984 2.294
O 1.162 -2.309 2.525
O 1.845 -3.101 0.336
H -1.806 -1.626 -0.802
H -0.343 -1.336 -1.625
H -0.768 -3.013 -0.980
H -1.133 1.774 1.839
H -1.833 0.358 1.071
H -2.201 1.936 0.603
H -0.773 3.370 -0.384
H 0.426 2.710 -1.512
H 0.888 2.994 0.112
H 1.360 -0.619 -1.885
H 2.390 -1.025 -0.507
H 2.346 0.628 -1.356
H -0.882 -1.365 1.302
H -0.746 0.922 -1.140
H 2.099 -2.340 2.771
H 2.479 -3.457 0.921
*
```

Summary:
**Energy**: -544.5293 hartree
**Relative energy (zero: lowest compared OMol25 entry of this formula, charge and spin)**: 51.64 kJ/mol
**E_HOMO**: -9.54 eV
**Gap between HOMO and LUMO**: 9.85 eV
**Strongest force on any atom**: 4.94 eV/Å

=====

[7]
Molecular formula: C8H16BrOP
Method: DFT, ωB97M-V with the def2-TZVPD basis set

Structure (ORCA input):
```
! RIJCOSX wB97M-V def2-TZVPD def2/J DEFGRID3
* xyz 0 1
C 0.830 -0.028 -0.283
C -0.151 -1.200 -0.077
C -0.130 1.241 -0.220
C 2.008 0.030 0.627
C 0.149 -2.249 -1.058
C -0.457 -1.739 1.308
C -0.167 2.202 -1.317
C -0.377 1.849 1.128
O -1.947 0.037 -2.073
P -1.461 -0.002 -0.670
Br -3.316 -0.319 0.668
H 1.108 -0.221 -1.301
H 1.688 0.475 1.567
H 2.895 0.560 0.199
H 2.259 -1.038 0.855
H -0.430 -3.115 -1.000
H 1.197 -2.552 -0.927
H 0.027 -1.877 -2.077
H -1.116 -2.551 1.419
H -1.008 -1.020 1.850
H 0.513 -1.986 1.650
H -1.163 2.594 -1.324
H 0.062 1.653 -2.242
H 0.459 3.089 -1.267
H 0.368 2.572 1.425
H -0.524 1.167 1.969
H -1.316 2.429 1.170
*
```

Summary:
**Energy**: -3305.0446 hartree
**Relative energy (zero: lowest compared OMol25 entry of this formula, charge and spin)**: 0.00 kJ/mol
**E_HOMO**: -9.66 eV
**Gap between HOMO and LUMO**: 10.08 eV
**Strongest force on any atom**: 2.62 eV/Å

=====

[8]
Molecular formula: C8H16BrOPb
Method: DFT, ωB97M-V with the def2-TZVPD basis set

Structure (ORCA input):
```
! RIJCOSX wB97M-V def2-TZVPD def2/J DEFGRID3
* xyz 1 1
O -0.409 3.095 -1.978
C -0.750 1.887 -2.658
C -1.292 0.764 -1.702
C -1.632 1.248 -0.249
C -1.458 -0.008 0.726
C -0.274 0.223 1.696
C 0.274 -1.061 2.358
C 0.817 -2.133 1.332
C 2.155 -1.636 0.676
Br 2.363 -2.368 -1.144
H 0.058 3.628 -2.627
H -1.509 2.064 -3.460
H 0.160 1.516 -3.199
H -0.572 -0.088 -1.740
H -2.248 0.398 -2.149
H -0.973 2.049 0.135
H -2.708 1.528 -0.209
H -2.411 -0.209 1.279
H -1.304 -0.911 0.075
H 0.575 0.632 1.072
H 1.140 -0.820 3.038
H -0.512 -1.499 3.009
H 0.073 -2.464 0.584
H 1.089 -3.033 1.935
H 2.185 -0.476 0.705
H 2.989 -2.001 1.391
Pb 4.174 -0.326 1.103
*
```

Summary:
**Energy**: -3155.9874 hartree
**E_HOMO**: -9.91 eV
**Gap between HOMO and LUMO**: 3.42 eV
**Strongest force on any atom**: 5.48 eV/Å